[1]
DFT (ωB97M-V with the def2-TZVPD basis set) results for 2 unconnected molecules or ions with the total composition C2H4NO2P.

Geometry as XYZ:
```
10
C2H4NO2P, DFT ωB97M-V with the def2-TZVPD basis set
C 0.249 -2.156 -0.768
C -1.174 2.435 0.489
N 0.883 -1.393 0.045
O -0.023 2.763 0.360
O 2.206 -0.861 -0.164
P 1.366 -0.402 1.238
H -0.858 -2.048 -0.881
H 0.891 -2.838 -1.367
H -1.913 2.435 -0.431
H -1.627 2.065 1.478
```

* energy relative to the best compared isomer or geometry (same formula, charge and spin): 648.0 kJ/mol
* largest force on an atom: 2.27 eV/A
* E_HOMO (alpha / beta): -6.98 / -7.03 eV
* Kohn-Sham gap (alpha / beta): 6.88 / 6.99 eV
* total energy: -17006.6930 eV
* spin multiplicity: 1

[2]
DFT (ωB97M-V with the def2-TZVPD basis set) results for a gas-phase ion, C2H4NO4P (charge -2).

Geometry as XYZ:
```
12
C2H4NO4P, DFT ωB97M-V with the def2-TZVPD basis set
C 0.374 0.173 0.224
C -0.911 -0.872 -0.170
N -0.930 -2.042 0.419
O -1.609 -3.000 -0.120
P -2.446 0.543 0.061
O -3.541 -0.303 -0.456
O -1.969 1.556 -0.928
O -2.534 0.889 1.493
H 0.671 0.758 -0.547
H -0.035 0.937 1.014
H 0.967 -0.486 0.675
H -1.219 -0.912 -1.194
```

* energy relative to the best compared isomer or geometry (same formula, charge and spin): 352.1 kJ/mol
* largest force on an atom: 7.11 eV/A
* E_HOMO: 0.05 eV
* net charge: -2
* Kohn-Sham gap: 7.03 eV
* total energy: -21105.9365 eV
* SMILES: C[C@@H](N=O)P(=O)([O-])[O-]
* spin multiplicity: 1

[3]
DFT (ωB97M-V with the def2-TZVPD basis set) results for C2H4NO8P in the gas phase.

Geometry as XYZ:
```
16
C2H4NO8P, DFT ωB97M-V with the def2-TZVPD basis set
O -2.354 2.762 -0.566
N -2.165 2.514 0.583
O -2.474 1.206 0.864
C -1.195 0.500 1.008
O -1.379 -0.924 1.146
C -0.784 -1.653 0.078
O -1.543 -2.034 -0.853
O 0.590 -2.043 0.001
P 1.584 -0.822 -0.647
O 0.946 0.022 -1.754
O 3.016 -1.516 -1.272
O 2.053 0.160 0.690
H -0.538 0.823 0.131
H -0.750 0.870 2.012
H 3.362 -0.905 -1.976
H 1.630 1.041 0.556
```

* largest force on an atom: 6.64 eV/A
* E_HOMO: -11.11 eV
* Kohn-Sham gap: 10.24 eV
* total energy: -29294.8991 eV
* SMILES: O=NOCOC(=O)OP(=O)(O)O
* spin multiplicity: 1

[4]
DFT (ωB97M-V with the def2-TZVPD basis set) results for 2 unconnected molecules or ions with the total composition C2H4NOP.

Geometry as XYZ:
```
9
C2H4NOP, DFT ωB97M-V with the def2-TZVPD basis set
C 1.209 -0.762 -0.191
C 0.592 -0.122 0.773
N 0.269 0.438 1.790
H 1.742 -0.198 -0.936
H 1.266 -1.830 -0.230
H -0.646 0.828 1.967
O -1.790 1.509 -0.415
P -1.632 0.092 -0.717
H -1.011 0.045 -2.041
```

* energy relative to the best compared isomer or geometry (same formula, charge and spin): 174.9 kJ/mol
* largest force on an atom: 1.87 eV/A
* E_HOMO: -9.29 eV
* Kohn-Sham gap: 8.92 eV
* total energy: -14962.8332 eV
* SMILES: C=C=N.O=P
* spin multiplicity: 1

[5]
DFT (ωB97M-V with the def2-TZVPD basis set) results for C2H4NOP in the gas phase.

Geometry as XYZ:
```
9
C2H4NOP, DFT ωB97M-V with the def2-TZVPD basis set
C 0.182 0.805 -0.544
C 0.287 -0.256 0.889
O 1.340 0.374 1.613
P 1.689 1.879 1.168
N 0.924 1.913 -0.200
H 0.628 0.216 -1.423
H -0.822 0.980 -0.547
H -0.781 -0.090 1.291
H 0.506 -1.252 0.739
```

* energy relative to the best compared isomer or geometry (same formula, charge and spin): 64.5 kJ/mol
* largest force on an atom: 5.70 eV/A
* E_HOMO: -9.47 eV
* Kohn-Sham gap: 9.67 eV
* total energy: -14963.9770 eV
* SMILES: C1COP=N1
* spin multiplicity: 1

[6]
DFT (ωB97M-V with the def2-TZVPD basis set) results for 2 unconnected molecules or ions with the total composition C2H4NOS2.

Geometry as XYZ:
```
10
C2H4NOS2, DFT ωB97M-V with the def2-TZVPD basis set
C 0.872 -1.201 -0.973
C -1.570 0.575 0.417
N 1.797 0.445 0.885
O 1.507 -1.965 -0.307
S 0.054 -1.178 -2.412
S 0.842 0.700 -0.323
H -1.777 -0.198 -0.425
H -2.126 1.494 0.443
H -1.338 0.069 1.220
H 1.739 1.260 1.474
```

* energy relative to the best compared isomer or geometry (same formula, charge and spin): 273.4 kJ/mol
* largest force on an atom: 6.29 eV/A
* E_HOMO (alpha / beta): -3.56 / -3.46 eV
* net charge: -1
* Kohn-Sham gap (alpha / beta): 7.06 / 6.96 eV
* total energy: -27345.0788 eV
* spin multiplicity: 1

[7]
DFT (ωB97M-V with the def2-TZVPD basis set) results for C2H4NP in the gas phase.

Geometry as XYZ:
```
8
C2H4NP, DFT ωB97M-V with the def2-TZVPD basis set
C 0.420 -0.605 0.265
P -1.373 -0.892 -0.178
C -1.884 0.782 -0.509
N -2.183 0.402 0.755
H 1.044 -0.836 -0.596
H 0.715 -1.275 1.072
H 0.569 0.426 0.581
H -2.004 1.670 -1.085
```

* energy relative to the best compared isomer or geometry (same formula, charge and spin): 87.5 kJ/mol
* largest force on an atom: 5.58 eV/A
* E_HOMO: -9.31 eV
* Kohn-Sham gap: 9.98 eV
* total energy: -12915.6226 eV
* SMILES: CP1=CN=1
* spin multiplicity: 1

[8]
DFT (ωB97M-V with the def2-TZVPD basis set) results for 2 unconnected molecules or ions with the total composition C2H4NP.

Geometry as XYZ:
```
8
C2H4NP, DFT ωB97M-V with the def2-TZVPD basis set
C 1.066 2.357 0.175
C -1.059 -0.611 -0.169
N 1.392 1.239 0.409
P 1.328 -0.416 0.608
H -1.090 -0.281 0.886
H -1.385 -1.625 -0.451
H -1.551 0.118 -0.765
H 1.300 -0.782 -0.693
```

* energy relative to the best compared isomer or geometry (same formula, charge and spin): 278.3 kJ/mol
* largest force on an atom: 3.26 eV/A
* E_HOMO: -9.06 eV
* Kohn-Sham gap: 8.24 eV
* total energy: -12913.6443 eV
* spin multiplicity: 1

[9]
DFT (ωB97M-V with the def2-TZVPD basis set) results for 2 unconnected molecules or ions with the total composition C2H4NP.

Geometry as XYZ:
```
8
C2H4NP, DFT ωB97M-V with the def2-TZVPD basis set
C -0.191 -0.480 0.761
C 0.361 -1.637 0.417
N -0.404 0.573 1.282
P 0.169 2.663 -2.921
H 0.691 -2.266 1.255
H 0.840 -1.811 -0.497
H -1.260 1.127 1.495
H -0.206 1.830 -1.792
```

* energy relative to the best compared isomer or geometry (same formula, charge and spin): 357.6 kJ/mol
* largest force on an atom: 2.73 eV/A
* E_HOMO (alpha / beta): -8.68 / -8.68 eV
* Kohn-Sham gap (alpha / beta): 7.23 / 7.22 eV
* total energy: -12912.8228 eV
* spin multiplicity: 1

[10]
DFT (ωB97M-V with the def2-TZVPD basis set) results for C2H4NPS in the gas phase.

Geometry as XYZ:
```
9
C2H4NPS, DFT ωB97M-V with the def2-TZVPD basis set
C 0.235 -1.452 0.071
C 0.697 1.234 -0.331
N -0.999 -1.241 0.014
P -1.669 0.248 -0.251
S 1.504 -0.277 -0.155
H 0.484 -2.364 0.456
H 0.547 1.433 -1.362
H 1.052 1.884 0.330
H -1.852 0.534 1.228
```

* energy relative to the best compared isomer or geometry (same formula, charge and spin): 347.7 kJ/mol
* <S²>: 2.029
* largest force on an atom: 4.94 eV/A
* E_HOMO (alpha / beta): -5.55 / -8.09 eV
* Kohn-Sham gap (alpha / beta): 5.98 / 4.57 eV
* total energy: -23746.7354 eV
* spin multiplicity: 3

[11]
DFT (ωB97M-V with the def2-TZVPD basis set) results for a gas-phase ion, C2H4NS (charge +1).

Geometry as XYZ:
```
8
C2H4NS, DFT ωB97M-V with the def2-TZVPD basis set
N 0.098 -0.040 -0.779
C 0.276 0.705 0.491
S 0.920 -0.695 1.405
C -0.616 -0.515 0.450
H -0.462 0.189 -1.667
H 1.043 -0.465 -1.224
H 0.282 1.666 0.758
H -1.541 -0.845 0.564
```

* energy relative to the best compared isomer or geometry (same formula, charge and spin): 197.8 kJ/mol
* largest force on an atom: 7.58 eV/A
* E_HOMO: -14.65 eV
* net charge: +1
* Kohn-Sham gap: 10.56 eV
* total energy: -14453.2871 eV
* SMILES: [NH2+]1[C@@H]2S[C@H]12
* spin multiplicity: 1

[12]
DFT (ωB97M-V with the def2-TZVPD basis set) results for 2 unconnected molecules or ions with the total composition C2H4NS.

Geometry as XYZ:
```
8
C2H4NS, DFT ωB97M-V with the def2-TZVPD basis set
C 0.829 0.493 0.702
C 0.712 -0.637 -0.174
N 0.030 0.621 -0.533
S 2.387 -0.017 -0.105
H 0.568 0.838 1.681
H -0.105 -2.468 0.192
H -0.991 0.671 -0.456
H 0.401 1.180 -1.312
```

* energy relative to the best compared isomer or geometry (same formula, charge and spin): 504.5 kJ/mol
* largest force on an atom: 3.71 eV/A
* E_HOMO (alpha / beta): -14.64 / -14.61 eV
* net charge: +1
* Kohn-Sham gap (alpha / beta): 8.20 / 7.58 eV
* total energy: -14450.1080 eV
* spin multiplicity: 1